[1]
75
Properties=species:S:1:pos:R:3:forces:R:3:lowdin_spin:R:1 method="wB97M-V/def2-TZVPD" de_lowest_ev=0.870 energy_ev=-152621.1513 fmax_ev_per_a=0.4 charge=+3 gap_ha="0.2203 / 0.2318" multiplicity=3 lumo_energy_ha="-0.3130 / -0.3087" s2=2.01
W -0.605 -0.341 -1.197 0.1 0.0 -0.3 1.621
I -3.849 -4.946 4.205 0.0 0.0 0.0 0.004
C -2.903 -3.526 3.020 0.0 0.0 0.0 0.013
C -2.791 -2.213 3.460 0.0 0.0 0.0 -0.002
C -2.167 -1.269 2.660 0.1 0.1 -0.1 0.011
I -2.036 0.700 3.332 0.0 0.0 0.0 0.001
C -1.641 -1.604 1.417 0.2 -0.2 0.1 -0.002
O -0.991 -0.699 0.650 -0.3 0.2 0.1 0.062
C -1.761 -2.936 0.997 0.0 0.0 0.0 0.011
C -0.012 -3.467 -0.566 0.0 0.0 0.0 0.008
N 0.653 -2.137 -0.728 0.1 0.0 0.1 0.007
C 1.893 -2.170 -1.519 0.0 0.0 0.1 0.002
C 2.374 -0.760 -1.728 0.0 0.0 -0.1 0.009
C 3.621 -0.513 -2.272 0.1 0.0 0.0 0.000
C 3.995 0.788 -2.556 0.0 0.0 0.0 0.008
C 3.106 1.819 -2.273 0.0 0.0 0.0 0.001
C 1.893 1.504 -1.708 0.0 0.1 0.2 0.016
N 1.521 0.241 -1.421 -0.2 0.0 -0.1 0.014
C -2.391 -3.883 1.779 0.0 0.0 0.0 -0.003
H -3.190 -1.927 4.423 0.0 0.0 0.0 0.000
H 0.059 -4.001 -1.513 0.0 0.0 0.0 0.000
H 0.496 -4.032 0.220 0.0 0.0 0.0 0.000
H 0.923 -1.864 0.218 0.0 0.1 0.0 0.003
H 1.695 -2.634 -2.487 0.0 0.1 0.0 0.000
H 2.665 -2.759 -1.019 0.0 0.0 -0.1 0.000
H 4.283 -1.341 -2.489 0.0 0.0 0.0 0.000
H 4.961 0.997 -2.997 0.0 0.0 0.0 0.000
H 3.350 2.848 -2.496 0.0 0.0 0.0 0.000
H 1.173 2.270 -1.453 0.0 0.0 0.0 0.003
H -2.481 -4.895 1.406 0.0 0.0 0.0 0.000
N 1.181 4.656 3.557 0.0 0.0 0.0 0.000
C 0.254 5.199 2.499 0.0 0.0 0.0 0.000
C -0.335 4.034 1.711 0.0 0.0 0.0 0.000
N 0.672 3.146 1.134 0.1 0.2 0.0 0.001
C 1.595 2.668 2.159 -0.1 0.0 0.0 0.000
C 2.257 3.786 2.957 0.0 0.0 0.0 0.000
H 0.641 4.106 4.229 0.0 0.0 0.0 0.000
H 1.601 5.423 4.087 0.0 0.0 0.0 0.000
H 0.856 5.854 1.869 0.0 0.0 0.0 0.000
H -0.511 5.793 2.997 0.0 0.0 0.0 0.000
H -0.973 4.434 0.923 0.0 0.0 0.0 0.000
H -0.978 3.436 2.364 0.0 0.0 0.0 0.000
H 1.188 3.656 0.423 0.0 0.0 0.0 0.000
H 2.373 2.055 1.706 0.0 0.0 0.0 0.000
H 1.033 2.017 2.838 0.0 0.0 0.0 0.000
H 2.859 4.437 2.323 0.0 0.0 0.0 0.000
H 2.876 3.409 3.769 0.0 0.0 0.0 0.000
Br -2.114 4.857 -3.578 0.0 0.0 0.0 -0.001
C -2.487 3.526 -2.314 0.0 0.0 0.0 -0.001
C -3.680 3.510 -1.601 0.0 0.0 0.0 0.014
C -3.881 2.498 -0.674 0.1 0.1 0.0 -0.001
C -2.908 1.534 -0.503 0.0 -0.1 0.0 0.014
N -1.778 1.522 -1.232 0.1 -0.1 0.0 0.018
C -1.566 2.519 -2.106 0.0 0.0 0.0 0.017
H -4.430 4.270 -1.772 0.0 0.0 0.0 0.001
H -4.788 2.455 -0.088 0.0 0.0 0.0 0.000
H -3.030 0.732 0.210 0.0 0.0 0.0 0.001
H -0.648 2.493 -2.678 0.0 0.0 0.0 0.002
C -4.265 -2.577 -2.711 0.0 0.1 -0.1 -0.001
S -2.552 -2.171 -2.675 0.0 -0.1 -0.1 0.008
O -2.483 -1.310 -3.997 0.0 0.1 0.2 0.003
O -2.496 -1.114 -1.551 -0.2 -0.1 0.2 0.057
O -1.364 -3.303 -0.289 0.0 0.0 0.0 0.006
H -4.835 -1.666 -2.883 0.0 0.0 0.0 0.000
H -4.496 -3.025 -1.745 0.0 0.0 0.0 0.000
H -4.421 -3.299 -3.512 0.0 0.0 0.0 0.000
N -0.371 -1.780 -5.083 -0.1 -0.1 0.0 0.000
C -1.073 -0.834 -4.328 0.0 0.0 -0.1 0.008
O -0.417 -0.624 -3.118 0.1 -0.2 0.0 0.066
C -1.239 0.476 -5.095 0.0 0.0 0.0 0.002
I -2.948 0.634 -6.347 0.1 0.0 0.0 0.001
H -0.299 -2.691 -4.648 0.0 0.0 0.0 0.000
H -0.722 -1.869 -6.030 0.0 0.0 0.0 0.000
H -0.374 0.594 -5.740 0.0 0.0 0.1 0.000
H -1.277 1.301 -4.394 -0.1 0.0 0.0 0.000

=====

[2]
21
Properties=species:S:1:pos:R:3:forces:R:3:lowdin_charge:R:1 method="wB97M-V/def2-TZVPD" de_lowest_ev=2.120 energy_ev=-23749.5430 fmax_ev_per_a=1.2 charge=+1 gap_ha=0.4199 lumo_energy_ha=-0.1359 smiles="N#CO[C@@H]1COCC[N@@H+]1[PH2]=O"
N -0.570 2.218 1.935 0.3 -0.1 -0.6 0.230
C -0.331 2.147 0.807 -0.5 0.2 0.5 -0.326
O -0.117 2.023 -0.476 0.1 -0.1 0.4 0.067
C -0.342 0.718 -0.964 -0.1 -0.2 -0.4 -0.219
C -1.750 0.160 -0.722 -0.3 0.0 -0.2 -0.105
O -1.692 -1.235 -0.589 0.4 -0.2 0.0 -0.088
C -1.123 -1.602 0.654 -0.2 0.2 0.0 -0.131
C 0.282 -0.987 0.822 0.0 0.0 0.5 -0.103
N 0.698 -0.266 -0.433 -0.3 -0.1 0.2 -0.121
P 2.370 0.451 -0.332 0.7 0.4 -0.8 0.816
O 2.600 1.367 -1.442 -0.2 0.0 0.1 -0.314
H -0.168 0.771 -2.032 0.3 0.2 0.0 0.178
H -2.322 0.361 -1.623 -0.1 0.1 0.0 0.155
H -2.262 0.645 0.114 0.2 0.0 0.2 0.148
H -1.074 -2.683 0.702 -0.1 -0.1 -0.1 0.140
H -1.769 -1.235 1.452 0.0 -0.1 0.2 0.141
H 0.285 -0.285 1.650 0.1 0.2 -0.1 0.111
H 1.039 -1.736 1.042 0.0 -0.1 -0.1 0.134
H 0.767 -0.974 -1.172 -0.1 0.0 0.0 0.174
H 2.406 0.944 0.979 -0.2 -0.2 0.1 0.061
H 3.105 -0.741 -0.391 -0.2 -0.1 0.4 0.054

=====

[3]
21
Properties=species:S:1:pos:R:3:forces:R:3:lowdin_spin:R:1 method="wB97M-V/def2-TZVPD" de_lowest_ev=2.620 energy_ev=-9400.2106 fmax_ev_per_a=7.1 charge=+1 gap_ha="0.2644 / 0.2801" multiplicity=3 lumo_energy_ha="-0.1171 / -0.2814" s2=2.02
C 2.139 0.717 -1.581 3.1 0.8 -0.7 0.570
C 0.230 -0.033 -0.222 0.0 0.0 -1.8 0.050
C -0.611 -1.568 -2.123 -1.5 0.5 -0.5 0.000
C 1.194 1.230 1.823 -2.1 -1.6 -1.0 0.057
C -1.059 0.082 1.942 1.6 0.3 1.0 0.079
C -0.922 -0.881 -0.800 -0.5 1.4 1.5 0.000
N 1.036 0.473 -1.018 -5.2 -2.2 4.4 0.318
N 0.268 0.112 1.399 0.8 2.1 -3.2 0.740
H 2.701 -0.171 -1.634 1.3 -0.6 -0.6 0.047
H 2.209 1.604 -2.116 0.7 1.2 -1.1 0.048
H -1.595 -2.108 -2.304 1.7 -0.4 0.2 0.000
H -0.693 -0.849 -2.996 1.0 -0.7 1.1 0.000
H 0.353 -2.160 -2.015 -1.5 0.5 -0.7 0.000
H 0.560 2.099 1.809 0.0 0.7 -0.1 0.026
H 2.056 1.272 1.234 0.8 0.2 -1.6 0.005
H 1.588 1.087 2.758 0.3 -0.6 2.8 0.010
H -1.577 -0.799 1.780 -1.0 -1.6 -1.2 0.006
H -1.597 0.961 1.615 -0.2 0.3 0.0 0.035
H -0.885 0.012 2.972 -0.3 0.8 2.0 0.008
H -1.147 -1.598 -0.030 -0.1 -0.8 0.2 0.002
H -1.871 -0.261 -0.802 1.1 -0.4 -0.4 -0.002

=====

[4]
12
Properties=species:S:1:pos:R:3:forces:R:3:lowdin_charge:R:1 method="wB97M-V/def2-TZVPD" de_lowest_ev=0.878 energy_ev=-20291.6313 fmax_ev_per_a=3.2 gap_ha=0.3379 lumo_energy_ha=0.0026 smiles="N#CC1=CSC[C@H]1F"
N -3.281 -0.505 0.127 3.1 0.0 -0.1 0.152
C -2.104 -0.458 0.103 -3.1 0.3 0.3 -0.169
C -0.691 -0.282 0.130 0.7 -2.2 -0.6 -0.285
C 0.167 -1.279 -0.204 0.0 1.6 0.9 -0.320
S 1.847 -0.808 -0.167 0.2 -0.1 0.2 0.921
C 1.465 0.805 0.618 0.2 0.8 -0.5 -0.362
C -0.024 1.011 0.349 -0.8 1.1 1.0 -0.398
F -0.283 1.775 -0.765 0.3 0.7 -0.8 0.011
H -0.102 -2.291 -0.385 -0.1 -0.6 -0.4 0.081
H 1.601 0.789 1.717 0.2 -0.3 -0.6 0.095
H 2.096 1.657 0.187 -1.0 -1.3 0.5 0.119
H -0.517 1.542 1.173 0.3 0.0 0.0 0.156

=====

[5]
15
Properties=species:S:1:pos:R:3:forces:R:3:lowdin_charge:R:1 method="wB97M-V/def2-TZVPD" de_lowest_ev=1.971 energy_ev=-9304.4220 fmax_ev_per_a=0.8 gap_ha=0.3644 lumo_energy_ha=0.0301 smiles="NC(=O)CN1CC1"
N 1.735 -0.739 -0.883 0.1 0.0 0.0 0.168
C 1.044 -0.764 0.288 0.0 -0.2 0.1 -0.543
O 0.742 -1.821 0.821 0.3 0.3 -0.1 0.030
C 0.604 0.586 0.869 0.2 0.0 0.1 -0.125
N -0.812 0.915 0.691 0.1 -0.1 0.1 -0.100
C -1.660 -0.217 0.325 -0.2 -0.2 0.1 -0.127
C -1.308 0.828 -0.674 0.0 0.0 -0.2 -0.144
H 2.046 -1.627 -1.246 0.0 0.1 0.0 0.113
H 2.095 0.109 -1.288 -0.1 -0.1 0.1 0.100
H 0.792 0.517 1.944 0.0 0.0 -0.1 0.124
H 1.199 1.414 0.463 -0.1 -0.1 0.1 0.117
H -1.171 -1.195 0.342 -0.5 0.4 -0.4 0.090
H -2.661 -0.206 0.745 0.1 0.1 0.0 0.102
H -0.599 0.614 -1.472 -0.1 -0.2 0.2 0.095
H -2.048 1.586 -0.926 0.1 -0.2 0.0 0.100

=====

[6]
24
Properties=species:S:1:pos:R:3:forces:R:3:lowdin_spin:R:1 method="wB97M-V/def2-TZVPD" de_lowest_ev=0.120 energy_ev=-13516.6404 fmax_ev_per_a=1.6 charge=+1 gap_ha="0.3787 / 0.1973" multiplicity=2 lumo_energy_ha="-0.1119 / -0.2931" s2=0.75
C -2.188 1.029 2.258 -0.1 -0.1 -0.2 0.000
C -0.213 -2.136 1.679 0.0 0.1 0.0 0.000
C -1.212 0.097 1.597 -0.1 -0.1 0.5 0.000
O -0.695 0.328 0.505 0.3 0.1 -0.5 0.002
N -0.906 -1.011 2.290 0.0 -0.6 -0.2 0.001
H -2.423 1.860 1.612 0.2 0.3 -0.1 0.000
H -1.395 -1.202 3.146 -0.1 0.1 0.1 0.000
H 0.009 -2.872 2.434 0.1 -0.1 0.3 0.000
H -3.128 0.530 2.473 -0.1 -0.2 0.1 0.000
H -1.763 1.375 3.191 0.0 0.2 0.2 0.000
H -0.799 -2.626 0.901 -0.2 0.1 0.0 0.000
H 0.722 -1.814 1.240 0.2 0.1 -0.1 0.000
C 2.922 0.960 -1.397 0.0 1.0 -0.1 0.006
C -0.599 0.065 -2.445 -0.7 -0.1 -0.7 0.062
C 0.836 0.453 -2.473 -0.7 0.3 0.4 0.083
O 1.377 0.665 -3.603 0.0 -0.2 -0.5 0.811
N 1.483 0.681 -1.391 1.4 -0.4 0.7 0.018
H 1.081 0.398 -0.503 -0.8 0.1 0.1 0.001
H 3.125 1.900 -1.931 -0.1 -0.3 0.0 0.003
H -0.902 -0.506 -3.313 0.3 -0.4 -0.1 0.000
H 3.244 1.109 -0.378 0.0 -0.1 0.2 0.000
H 3.466 0.146 -1.845 0.2 -0.3 -0.2 0.001
H -0.869 -0.404 -1.502 0.3 0.0 0.0 0.010
H -1.175 0.975 -2.544 -0.1 0.5 0.2 0.000